The following is a DFT calculation (ωB97M-V/def2-TZVPD) of a gas-phase ion, C5H10NS (charge +1) in a non-equilibrium geometry.

Calculated values
Structure (SMILES): CC[N@@+]12C[C@@H]1[C@H]2S
Gap between HOMO and LUMO (eV): 11.2385

The geometry in ORCA input format:
```
! RIJCOSX wB97M-V def2-TZVPD def2/J DEFGRID3
* xyz 1 1
C 1.44 -0.07 -1.55
C 1.16 -0.50 -0.13
N -0.19 -0.36 0.24
C -1.28 -1.31 0.40
C -1.00 -0.27 1.47
C -0.96 0.81 0.50
S -0.13 2.41 0.93
H 0.90 -0.60 -2.40
H 1.34 0.96 -1.69
H 2.55 -0.28 -1.82
H 1.47 0.31 0.44
H 1.66 -1.40 0.13
H -1.13 -2.32 0.53
H -2.12 -1.16 -0.38
H -0.57 -0.24 2.41
H -1.93 0.85 -0.11
H -1.22 3.18 1.03
*
```

---

The following is a DFT calculation (ωB97M-V/def2-TZVPD) of a single C4H12NPS molecule in a non-equilibrium geometry.

Calculated values
Gap between HOMO and LUMO (spin up / spin down) (eV): 5.2090 / 7.2186
<S²>: 2.01

The geometry in ORCA input format:
```
! RIJCOSX wB97M-V def2-TZVPD def2/J DEFGRID3
* xyz 0 3
C -2.36 1.15 -0.15
C 2.57 -0.39 -0.66
C 1.18 0.40 1.20
C -2.35 -0.33 -0.52
N 1.54 -0.68 0.33
P 0.05 -1.59 -0.59
S -1.54 -1.54 0.76
H -2.47 1.74 -1.12
H -3.04 1.41 0.61
H -1.32 1.39 0.16
H 2.82 -1.47 -1.16
H 2.17 0.42 -1.25
H 3.57 -0.13 -0.24
H 2.11 0.41 1.96
H 1.00 1.31 0.62
H 0.23 0.26 1.82
H -1.70 -0.58 -1.51
H -3.39 -0.73 -0.75
H 0.79 -2.84 -0.13
*
```

---

The following is a DFT calculation (ωB97M-V/def2-TZVPD) of a single C5H14N2O molecule in a non-equilibrium geometry.

Calculated values
Structure (SMILES): C[C@H](CO)NCCN
Gap between HOMO and LUMO (eV): 8.8464

The geometry in ORCA input format:
```
! RIJCOSX wB97M-V def2-TZVPD def2/J DEFGRID3
* xyz 0 1
C -1.95 -0.12 0.86
C -0.74 -0.53 0.07
C -0.69 -1.86 -0.71
O -1.58 -2.79 -0.01
N 0.59 -0.53 0.76
C 1.35 0.54 0.45
C 1.50 1.12 -0.95
N 1.28 2.56 -0.79
H -2.81 0.28 0.16
H -2.38 -0.93 1.36
H -1.76 0.70 1.55
H -0.72 0.35 -0.63
H 0.26 -2.41 -0.82
H -1.19 -1.75 -1.65
H -1.68 -2.60 0.94
H 0.84 -1.02 1.61
H 1.44 1.35 1.21
H 2.40 0.04 0.56
H 0.76 0.94 -1.80
H 2.59 0.87 -1.38
H 2.15 2.88 -0.29
H 0.34 2.91 -0.47
*
```

---

The following is a DFT calculation (ωB97M-V/def2-TZVPD) of a molecular structure, C18H41N2OP3PbS in a non-equilibrium geometry.

Calculated values
Gap between HOMO and LUMO (spin up / spin down) (eV): 5.4012 / 4.3957

The geometry in ORCA input format:
```
! RIJCOSX wB97M-V def2-TZVPD def2/J DEFGRID3
* xyz 4 1
Pb -0.23 0.43 0.82
P 1.78 1.25 2.80
P -1.29 2.52 -0.36
P 1.74 -0.57 -0.87
H -1.77 -3.25 1.49
C -0.72 -3.41 1.22
C 0.21 -3.46 2.16
H -0.07 -3.35 3.21
C 1.89 1.89 4.52
C 2.61 2.63 1.93
C 3.15 0.02 2.86
C -2.61 1.92 -1.48
C -1.99 3.64 0.90
C 0.03 3.35 -1.32
C 2.55 -2.19 -0.62
C 3.11 0.57 -1.26
C 0.88 -0.79 -2.47
H -0.49 -3.59 0.16
H 1.26 -3.64 1.92
H 1.73 1.08 5.24
H 1.13 2.66 4.67
H 2.89 2.32 4.66
H 1.90 3.47 1.83
H 2.95 2.33 0.93
H 3.47 2.95 2.54
H 2.78 -0.90 3.34
H 3.98 0.43 3.46
H 3.51 -0.23 1.85
H -3.12 2.73 -2.02
H -3.36 1.38 -0.89
H -2.23 1.20 -2.21
H -2.47 4.52 0.46
H -1.20 3.97 1.59
H -2.72 3.09 1.51
H -0.34 4.24 -1.85
H 0.47 2.66 -2.06
H 0.85 3.65 -0.66
H 3.03 -2.48 -1.57
H 1.80 -2.94 -0.33
H 3.31 -2.10 0.17
H 3.60 0.19 -2.17
H 3.83 0.58 -0.43
H 2.73 1.59 -1.44
H 1.61 -1.16 -3.20
H 0.44 0.15 -2.82
H 0.08 -1.54 -2.35
C -2.39 -0.90 -5.17
C -3.49 -1.21 -6.02
C -3.77 -2.56 -6.27
C -2.95 -3.57 -5.77
C -1.78 -3.24 -5.09
C -1.45 -1.90 -4.89
O -2.27 0.25 -4.42
H -2.88 0.95 -4.71
H -4.12 -0.42 -6.44
H -4.65 -2.83 -6.85
H -3.21 -4.62 -5.91
H -1.11 -4.00 -4.71
H -0.51 -1.61 -4.43
N -1.24 0.64 6.41
C -0.95 -0.22 5.40
N 0.03 -1.11 5.74
S -1.62 -0.17 3.86
H -0.84 0.50 7.34
H -1.92 1.36 6.30
H 0.22 -1.86 5.08
H 0.24 -1.29 6.71
*
```

---

The following is a DFT calculation (ωB97M-V/def2-TZVPD) of 2 unconnected molecules or ions with the total composition C7H12O in a non-equilibrium geometry.

Calculated values
Structure (SMILES): C=C/C=C/CC=C.O
Gap between HOMO and LUMO (eV): 9.6434

The geometry in ORCA input format:
```
! RIJCOSX wB97M-V def2-TZVPD def2/J DEFGRID3
* xyz 0 1
C -0.52 3.47 1.92
C -0.92 2.62 0.97
C -0.02 1.95 0.05
C -0.22 0.66 -0.30
C 0.48 0.01 -1.45
C 1.41 -1.10 -0.96
C 2.03 -1.07 0.21
H 0.51 3.82 1.93
H -1.22 3.82 2.74
H -1.98 2.57 0.76
H 0.64 2.58 -0.59
H -0.79 0.06 0.39
H 0.96 0.72 -2.14
H -0.32 -0.45 -2.05
H 1.64 -1.88 -1.69
H 2.80 -1.71 0.62
H 1.71 -0.33 0.98
O -1.82 -4.81 -0.27
H -2.10 -4.72 -1.18
H -0.90 -5.04 -0.14
*
```

---

The following is a DFT calculation (ωB97M-V/def2-TZVPD) of a single C3H6N2O2 molecule in a non-equilibrium geometry.

Calculated values
Structure (SMILES): [H]/N=C/OCC(N)=O
Gap between HOMO and LUMO (eV): 10.5056

The geometry in ORCA input format:
```
! RIJCOSX wB97M-V def2-TZVPD def2/J DEFGRID3
* xyz 0 1
H -1.69 1.29 1.61
N -0.99 0.81 1.05
C -0.61 -0.25 1.63
O 0.32 -1.07 1.18
C 1.08 -0.80 -0.01
C 0.78 0.38 -0.93
N -0.40 0.06 -1.62
O 1.61 1.20 -1.27
H -1.01 -0.64 2.57
H 2.13 -0.86 0.29
H 0.69 -1.50 -0.77
H -0.45 0.41 -2.56
H -1.22 0.25 -1.06
*
```